[1]
90
Properties=species:S:1:pos:R:3:forces:R:3 method="wB97M-V/def2-TZVPD" multiplicity=1 charge=0 relative_energy_kcal_mol=86.1 e_lumo_ev=0.41 largest_force_ev_per_a=4.2 total_energy_ha=-1550.19910
C -1.25635 -0.02033 5.96332 0.2 0.6 -1.4
C 0.20940 -0.17786 6.42584 -1.8 -1.0 -0.9
O 0.37697 0.63579 7.49879 0.9 1.9 2.0
H -1.30359 0.87643 5.34551 0.4 0.3 -0.3
H -2.04735 0.25870 6.65943 0.5 -0.8 0.8
H -1.59964 -0.78268 5.26398 0.0 -0.4 0.4
H 0.89237 0.15877 5.64589 -0.1 -0.5 -0.5
H 0.46407 -1.16566 6.80990 -0.2 -0.7 -0.9
H 1.32762 0.58228 7.62132 0.1 0.6 0.8
C 0.73414 -4.11386 2.58832 0.3 -0.2 1.1
C -0.40969 -4.05353 1.60668 0.0 -0.6 0.9
O -0.05035 -3.38621 0.45711 0.4 1.4 -1.7
H 1.67246 -4.43865 2.13869 -0.2 -0.4 -0.1
H 0.46387 -4.76274 3.42139 0.1 -0.5 -0.1
H 0.99755 -3.20270 3.12543 -0.4 0.6 -0.5
H -1.25642 -3.51254 2.02916 -0.2 -0.2 0.1
H -0.70290 -5.06140 1.31288 -0.3 -0.2 0.4
H 0.30370 -4.00381 -0.18696 0.1 0.1 0.0
C -2.29463 3.05955 2.59382 1.0 0.4 1.1
C -3.37493 2.16691 3.13349 -0.9 2.1 -0.2
O -3.15508 0.87888 2.72244 0.0 -1.6 -0.5
H -2.32721 3.17800 1.51076 0.2 -0.4 0.1
H -1.40550 2.58310 3.00678 0.7 0.1 -0.8
H -2.24011 4.05135 3.04267 -0.5 0.2 0.0
H -4.28762 2.57172 2.69619 -0.6 -0.6 0.5
H -3.39491 2.13634 4.22288 -0.3 0.7 0.2
H -2.40627 0.63565 3.27174 0.3 -0.9 -0.4
C 0.25453 -2.14966 -3.19293 0.4 0.1 0.3
C 0.07450 -0.90369 -4.05172 0.5 -1.0 0.6
O 0.63875 -1.16586 -5.33443 -0.4 0.4 0.6
H 0.01583 -1.90065 -2.15895 -0.6 -0.2 0.1
H 1.31234 -2.40135 -3.11692 0.2 0.0 -0.4
H -0.27034 -3.03933 -3.54092 -0.2 0.2 0.0
H 0.59230 -0.12922 -3.48587 0.3 0.4 -0.4
H -0.97331 -0.60335 -4.04947 -0.2 -0.1 -0.5
H 0.94070 -0.32599 -5.68807 0.1 0.2 -0.4
C 5.20558 -0.45932 -1.56385 1.1 -0.6 4.0
C 5.27174 0.15757 -2.84332 -1.5 1.7 -2.0
O 4.54909 1.42414 -2.92510 -0.1 -1.0 -0.4
H 5.93618 0.04885 -0.93449 0.0 -0.1 0.6
H 5.48953 -1.51157 -1.57948 0.1 0.0 -0.1
H 4.26108 -0.39985 -1.02301 -0.3 0.1 -0.4
H 4.74640 -0.60387 -3.41979 0.3 0.7 -1.5
H 6.29039 0.42125 -3.12780 0.0 -0.8 -0.4
H 4.50562 1.84486 -2.06329 0.3 0.1 0.3
C 4.44751 2.40310 1.19545 0.0 0.0 -0.1
C 5.34163 3.44697 0.58585 0.4 -0.1 -0.2
O 5.32698 3.27686 -0.80668 -0.6 0.2 -1.2
H 3.42427 2.53100 0.84230 -0.1 0.5 0.3
H 4.52164 2.54558 2.27355 -0.3 -0.6 0.1
H 4.65693 1.39313 0.84304 0.6 0.0 0.4
H 6.40900 3.39006 0.79935 0.0 -0.3 1.2
H 4.98547 4.43323 0.88342 -0.1 0.2 0.0
H 5.92277 3.92708 -1.18595 0.0 0.0 -0.3
C -4.51789 0.61699 -1.26257 -0.9 1.0 -0.3
C -5.48812 1.19398 -0.18797 1.0 -1.4 0.1
O -5.48902 0.21631 0.88464 -0.8 0.8 -0.4
H -3.52736 1.04986 -1.12265 0.2 -0.6 0.1
H -4.79194 0.87250 -2.28614 -0.2 0.3 -0.1
H -4.59896 -0.46957 -1.23251 0.5 0.1 0.3
H -6.50035 1.34203 -0.56422 0.0 -0.3 0.1
H -5.15305 2.14908 0.21652 0.1 0.2 -0.2
H -4.68984 0.37274 1.39300 0.3 -0.1 0.3
C -4.50868 -3.16593 0.50865 -0.5 -0.2 1.1
C -4.33782 -4.03376 -0.70605 0.9 1.1 0.5
O -4.88854 -5.33100 -0.57074 0.3 0.3 -0.1
H -3.95010 -2.23230 0.44221 -0.6 0.3 -0.6
H -3.96232 -3.59291 1.34965 -0.2 -0.7 0.2
H -5.54715 -3.05066 0.81913 0.1 0.4 0.0
H -3.24876 -3.99065 -0.69237 0.5 -0.9 -1.0
H -4.68920 -3.54550 -1.61503 -0.2 0.0 -0.1
H -4.68322 -5.73724 -1.41597 -0.2 -0.5 0.0
C 0.01477 1.14703 0.07342 0.2 1.0 -0.8
C -0.96317 0.05373 0.31908 -0.4 0.6 -1.2
O -0.57673 -0.53700 1.49345 0.0 -1.4 1.8
H 1.03337 0.75988 0.04752 0.0 -0.1 -0.1
H -0.03520 1.90063 0.85935 0.0 0.0 0.1
H -0.19622 1.64116 -0.87496 0.1 0.2 -0.1
H -0.99052 -0.64229 -0.51932 0.2 -0.3 -0.1
H -1.98538 0.42735 0.37894 -0.1 0.2 0.3
H -0.22175 -1.40272 1.27870 0.1 -0.3 0.1
C 2.21292 3.36897 -5.05689 0.5 -0.3 0.5
C 2.49756 1.84199 -5.19145 0.3 2.7 1.0
O 1.85762 1.44771 -6.34616 -0.8 -1.0 -1.3
H 2.56797 3.77916 -4.11148 -0.2 -0.1 0.2
H 1.15418 3.57987 -5.20753 -0.1 -0.1 0.2
H 2.77099 3.93506 -5.80268 0.1 -0.1 -0.3
H 2.07220 1.34799 -4.31787 0.4 -0.4 -0.2
H 3.57921 1.75566 -5.29477 0.0 -0.6 0.5
H 1.97346 2.19051 -6.94318 -0.2 -0.3 -0.5



[2]
108
Properties=species:S:1:pos:R:3:forces:R:3 method="wB97M-V/def2-TZVPD" multiplicity=1 charge=+1 e_lumo_ev=-1.93 largest_force_ev_per_a=0.6 total_energy_ha=-4595.73521
Ga 0.25937 -0.06623 0.09370 0.0 -0.4 -0.3
C -2.86014 -3.87420 -1.99223 0.0 0.1 0.2
C -2.10749 -2.59371 -2.11839 0.1 0.1 -0.3
C -1.79756 -1.89374 -3.26549 0.0 0.0 0.0
C -1.08076 -0.75944 -2.85759 0.0 -0.1 0.0
N -0.95204 -0.79204 -1.52806 0.3 0.0 0.0
N -1.58558 -1.91454 -1.08093 -0.3 0.0 0.0
B -1.79979 -2.15731 0.42494 0.1 0.1 -0.1
N -2.25084 -0.82606 1.06189 -0.3 -0.2 0.2
N -1.68648 0.35786 0.70342 0.4 0.1 -0.1
C -2.47389 1.34271 1.14842 -0.1 0.1 0.0
C -3.53370 0.77241 1.85831 0.0 0.0 0.0
C -3.36582 -0.59967 1.77510 0.0 0.2 0.0
C -4.23582 -1.67503 2.32984 0.1 -0.1 -0.1
C -2.36175 2.78482 0.70117 0.1 0.1 -0.1
C -2.81596 2.80783 -0.77068 0.0 0.0 0.1
C -3.31155 3.66878 1.51369 0.1 -0.1 0.0
C -0.94359 3.35546 0.79099 -0.1 -0.2 0.1
N -0.48153 -2.62871 1.06064 -0.1 -0.1 0.3
N 0.60314 -1.80464 1.18556 -0.1 0.1 -0.4
C 1.57179 -2.51870 1.81120 -0.1 -0.1 0.0
C 1.05663 -3.78561 2.09711 0.0 0.0 -0.1
C -0.23299 -3.82029 1.61184 0.2 0.0 0.0
C -1.19630 -4.95717 1.65732 -0.1 0.1 0.0
C 3.00465 -2.13884 2.15371 0.1 0.1 0.0
C 3.50535 -3.07827 3.26113 0.0 0.0 0.0
C 3.90391 -2.34528 0.92626 -0.1 0.0 0.0
C 3.14968 -0.70856 2.66664 -0.1 -0.1 0.0
C -0.65815 0.35752 -3.78492 0.0 0.1 0.0
C 0.12854 -0.22541 -4.96518 0.0 0.0 0.0
C -1.95045 1.01086 -4.30703 0.0 0.0 0.0
C 0.20004 1.41795 -3.09969 -0.1 -0.1 -0.1
H -3.13223 -4.23328 -2.98141 0.0 0.0 0.0
H -3.77105 -3.74080 -1.40751 0.0 0.0 0.0
H -2.25677 -4.64004 -1.50381 0.0 0.0 0.0
H -2.08146 -2.16376 -4.26848 0.0 0.0 0.0
H -2.63928 -2.98035 0.59101 0.0 -0.1 0.0
H -4.34854 1.27885 2.34611 0.0 0.0 0.0
H -5.00946 -1.23252 2.95213 0.0 0.0 0.0
H -3.65344 -2.37179 2.93333 0.0 0.0 0.0
H -4.71827 -2.24227 1.53307 0.0 0.0 0.0
H -3.84246 2.44953 -0.86311 0.0 0.0 0.0
H -2.17212 2.17015 -1.37547 0.0 0.0 0.0
H -2.76644 3.82478 -1.16481 0.0 0.0 0.0
H -4.35338 3.40149 1.33426 0.0 0.0 0.0
H -3.17603 4.70962 1.21901 0.0 0.0 0.0
H -3.11265 3.59152 2.58340 0.0 0.0 0.0
H -0.21455 2.69542 0.32112 0.0 0.1 0.0
H -0.64351 3.51554 1.82707 0.0 0.0 0.0
H -0.90770 4.31775 0.27943 0.0 0.0 0.0
H 1.55432 -4.59695 2.59688 0.0 0.0 0.0
H -0.72989 -5.79967 2.16179 0.0 0.0 0.0
H -1.48277 -5.27225 0.65389 0.0 0.0 0.0
H -2.10588 -4.69087 2.19622 0.0 0.0 0.0
H 3.62362 -4.10017 2.89888 0.0 0.0 0.0
H 2.82513 -3.08104 4.11398 0.0 0.0 0.0
H 4.48178 -2.73563 3.60449 0.0 0.0 0.0
H 3.76131 -3.34176 0.50363 0.0 0.0 0.0
H 4.95118 -2.24284 1.21902 0.0 0.0 0.0
H 3.69900 -1.60842 0.15457 0.0 0.0 0.0
H 2.58534 -0.58352 3.59209 0.0 0.1 0.0
H 2.79963 0.01377 1.93838 -0.1 0.2 0.0
H 4.20308 -0.50343 2.86966 0.0 0.0 0.0
H -0.47222 -0.93164 -5.53926 0.0 0.0 0.0
H 1.02611 -0.73904 -4.61477 0.0 0.0 0.0
H 0.43694 0.57991 -5.63394 0.0 0.0 0.0
H -2.56331 0.28896 -4.84760 0.0 0.0 0.0
H -1.71081 1.83211 -4.98469 0.0 0.0 0.0
H -2.54427 1.40831 -3.48203 0.0 0.0 0.0
H 1.22111 1.06612 -2.96238 -0.1 0.0 0.0
H -0.20596 1.70353 -2.12959 0.0 0.1 0.0
H 0.24079 2.31576 -3.71778 0.0 0.0 0.0
C 5.43113 2.39314 -3.27515 0.0 -0.1 0.3
Si 5.31493 1.34562 -1.71824 0.2 -0.1 0.0
C 5.15193 2.38169 -0.15914 -0.1 -0.1 -0.2
C 6.82748 0.22640 -1.54240 -0.1 0.2 -0.1
C 3.86926 0.12252 -1.96406 0.1 0.2 0.2
C 4.08052 -0.93708 -2.84471 0.0 0.0 0.0
C 3.16304 -1.97258 -2.98481 0.1 0.0 0.0
C 2.03594 -1.94663 -2.19012 0.0 -0.1 0.0
N 1.79474 -0.93931 -1.35656 0.2 0.2 0.0
C 2.65350 0.08527 -1.26885 0.2 -0.2 -0.2
S 2.03840 1.34639 -0.22300 -0.5 0.0 0.4
H 6.36140 2.96540 -3.28586 0.0 0.0 0.0
H 4.60172 3.09971 -3.34118 0.0 0.0 0.0
H 5.41398 1.76865 -4.17031 0.0 0.0 0.0
H 6.08653 2.91928 0.01722 0.0 0.0 -0.1
H 4.95416 1.75912 0.71576 0.0 0.0 0.0
H 4.35002 3.11613 -0.23451 0.0 0.0 0.0
H 7.66279 0.77881 -1.10667 0.0 0.0 0.0
H 7.16397 -0.15622 -2.50860 0.0 0.0 0.0
H 6.62377 -0.63138 -0.89856 0.0 0.0 0.0
H 4.99432 -0.95653 -3.42951 0.0 -0.1 0.0
H 3.32800 -2.78154 -3.68214 0.0 0.0 0.0
H 1.29639 -2.74034 -2.21444 0.0 0.0 0.0
N 0.30991 0.83996 2.47030 0.1 0.1 0.1
C 0.24282 1.34391 3.49928 0.1 -0.2 -0.2
C 0.20467 1.94731 4.78896 0.0 0.2 0.5
C -0.99012 2.47805 5.27822 0.0 -0.1 -0.1
C -1.01260 3.06882 6.52770 0.0 0.0 0.1
C 0.14560 3.12921 7.29136 0.0 0.0 0.0
C 1.33215 2.59394 6.80784 0.0 0.0 0.0
C 1.36928 2.00293 5.55845 0.0 0.0 -0.2
H -1.88759 2.41002 4.67891 0.0 0.0 0.0
H -1.93547 3.48282 6.91100 0.0 0.0 0.0
H 0.12329 3.59178 8.26897 0.0 0.0 0.0
H 2.23220 2.63821 7.40591 0.0 0.0 0.0
H 2.28842 1.58647 5.16766 0.0 0.0 0.0



[3]
10
Properties=species:S:1:pos:R:3:forces:R:3 method="wB97M-V/def2-TZVPD" multiplicity=1 charge=0 relative_energy_kcal_mol=26.9 e_lumo_ev=-0.50 largest_force_ev_per_a=4.5 total_energy_ha=-1543.49935
C -0.84416 -1.30712 0.15742 0.1 -0.2 0.0
C 2.69139 0.48578 -0.29104 -2.0 1.1 0.9
C -1.65466 -0.15214 -0.10357 -0.6 0.6 0.0
N -0.19654 -2.22562 0.36652 0.4 -0.4 0.1
N 1.82085 1.22571 0.02275 3.4 -2.6 -1.4
S 0.86366 2.42143 0.19418 -1.7 1.9 0.5
Cl 3.44228 -0.94388 -0.34309 0.3 -0.4 -0.1
Cl -2.95867 -0.02842 1.12781 0.2 0.0 -0.2
H -2.12103 -0.22948 -1.08725 0.1 0.0 0.2
H -1.04312 0.75372 -0.04373 -0.2 -0.1 0.0